1.
Computed, not measured: a cluster of 3 separate species, C2H10NO2S in total, with the ωB97M-V functional and the def2-TZVPD basis.

Results
Kohn-Sham gap: 0.22263 hartree
LUMO energy: 3.392 eV
net charge: -1
largest force on an atom: 1.45 eV/Å
HOMO level: -2.67 eV

Each line ends with the Mulliken charge.
Atoms and positions in Å:
S: 0.665 1.201 -2.156  -0.61
H: -0.755 -0.508 -1.276  0.26
N: -1.009 1.490 0.509  -0.62
O: 1.170 -3.348 -0.010  -0.66
H: 0.377 -2.969 -0.405  0.36
H: -1.126 0.275 2.885  0.37
H: -0.277 -0.386 1.061  0.17
H: 1.035 0.773 0.773  0.19
O: -1.556 -0.435 3.378  -0.66
H: 1.549 -2.607 0.477  0.34
C: 0.037 0.476 0.457  -0.21
H: -0.685 2.255 1.098  0.23
H: -2.340 -0.060 3.783  0.30
C: 0.211 -0.095 -0.966  -0.82
H: -0.998 1.887 -0.437  0.27
H: 0.885 -0.953 -0.856  0.09

---

2.
Computed, not measured: a cluster of 8 separate species, C36H66F12N12P2 in total, with the ωB97M-V functional and the def2-TZVPD basis.

Results
Kohn-Sham gap: 0.33199 hartree
LUMO energy: -8.005 eV
net charge: +4
largest force on an atom: 2.65 eV/Å
HOMO level: -17.04 eV

Each line ends with the Mulliken charge.
Atoms and positions in Å:
P: -0.029 5.335 1.456  1.41
H: -1.513 5.113 -4.743  0.45
H: -4.318 0.453 -1.523  0.19
C: -4.316 1.372 -0.934  -0.57
H: -8.399 3.690 -2.780  0.30
H: -4.343 0.670 -5.860  0.34
C: 0.742 -1.191 -4.220  -0.57
H: -6.083 2.784 -2.565  0.32
H: 2.083 3.037 -0.424  0.17
H: -6.051 1.205 1.354  0.45
H: -3.574 3.395 -1.300  0.58
N: -0.681 -1.048 -4.626  0.18
C: -1.744 -1.615 -3.953  -0.43
H: 1.798 2.480 5.435  0.34
H: -0.965 6.950 -3.005  0.36
C: -1.509 4.954 -3.667  0.18
H: 2.299 -4.670 4.505  0.54
H: -3.901 -1.354 -4.386  0.53
C: 2.328 1.170 3.812  -0.64
F: -1.212 4.997 0.331  -0.40
C: 5.284 -3.584 1.806  -0.15
C: 0.629 -1.103 8.647  -0.83
C: 0.754 -6.851 0.733  -0.50
H: -1.590 -2.400 -3.235  0.49
H: -3.799 1.137 -0.005  0.38
N: -0.155 4.457 -3.349  0.39
H: 3.174 1.220 4.511  0.48
H: -1.721 -0.733 7.229  0.49
F: -0.953 0.238 -1.135  -0.41
N: 0.330 -0.321 7.447  0.08
H: -0.038 -0.748 9.428  0.36
H: 2.868 3.510 -4.161  0.58
H: 5.173 -6.323 1.797  0.38
N: -2.486 -0.180 -5.465  0.22
H: 1.673 -0.923 8.894  0.31
H: 0.994 -1.846 2.252  -0.01
F: 1.722 -0.130 0.706  -0.28
H: -0.106 3.937 -1.201  0.26
H: -1.284 0.703 4.785  0.54
C: 1.276 1.829 4.736  -0.98
H: -8.571 2.283 0.734  0.46
C: -0.874 -0.260 6.761  -0.63
H: -0.315 -6.785 0.528  0.32
H: 7.538 -5.235 1.038  0.39
N: 1.608 3.631 -2.436  0.44
C: 2.488 3.053 -1.426  -0.98
H: -2.051 1.453 -7.694  0.37
N: 1.313 -3.920 2.703  0.32
H: 1.075 -2.109 -4.706  0.33
H: 4.802 -6.374 0.071  0.12
N: 4.619 -2.453 1.583  0.22
H: -2.621 6.795 -3.358  0.44
H: 0.567 2.441 4.182  0.53
H: 5.990 -1.317 2.685  0.38
H: 1.797 -7.089 3.279  0.49
C: -6.436 1.705 0.484  -0.27
N: 0.633 0.892 5.670  0.24
C: 0.753 4.208 -4.329  -0.50
H: -2.035 6.039 -1.867  0.28
H: 2.530 -7.111 -0.519  0.15
H: -2.359 2.178 -1.518  0.14
H: 0.426 -4.099 0.714  0.74
H: -0.557 0.473 -6.129  0.42
C: 0.863 -4.526 1.601  -0.55
F: -0.551 -0.301 1.060  -0.44
H: 0.533 -2.174 8.488  0.34
H: 0.506 4.331 -5.371  0.49
F: 0.657 3.937 0.994  -0.48
C: 1.628 -6.071 2.968  -0.66
H: -3.534 2.395 -7.432  0.40
F: 1.214 0.488 -1.535  -0.39
H: 7.063 -5.707 -0.552  0.35
C: -7.639 2.250 0.194  -0.48
C: -6.369 2.516 -1.564  -0.10
H: 6.091 -3.816 2.482  0.50
H: 3.378 3.686 -1.355  0.44
C: -1.145 -0.173 -5.501  -0.09
F: -0.841 4.564 2.599  -0.38
C: 5.031 -1.177 2.195  -0.77
H: 2.278 0.501 6.933  0.39
H: 1.080 -7.298 -1.326  0.43
C: 0.344 3.994 -2.184  -0.07
H: 0.132 -2.490 3.618  0.45
C: -0.667 0.443 5.628  -0.36
C: 1.880 3.693 -3.779  -0.69
N: 4.913 -4.489 0.889  0.25
H: -3.534 2.510 -2.734  0.34
H: 5.198 -0.528 1.337  0.39
C: 5.409 -5.884 0.828  -0.35
H: 2.186 0.153 3.462  -0.22
H: -2.347 2.302 -6.119  0.19
C: 1.860 -4.858 3.541  -0.33
C: 1.532 -6.666 -0.556  -0.75
H: 1.967 -2.220 3.659  0.36
C: 1.088 -2.526 3.100  -0.73
H: -9.585 3.103 -1.611  0.34
H: -8.648 4.586 -1.316  0.36
P: 0.378 0.139 -0.186  1.29
C: 3.945 -3.914 0.116  -0.62
C: 6.899 -5.934 0.502  -1.19
C: -2.858 -1.152 -4.562  -0.69
H: 3.643 -4.376 -0.809  0.69
C: 1.230 0.351 6.730  0.05
F: 0.469 -1.482 -0.570  -0.33
H: 1.588 -5.661 -0.965  0.18
F: -0.793 6.688 1.837  -0.35
C: -2.790 1.765 -6.958  -1.10
H: 0.771 -1.401 -3.156  0.03
N: -5.660 1.855 -0.653  0.26
F: 0.733 6.134 0.225  -0.39
H: 2.668 1.817 3.006  0.44
F: 0.282 1.677 0.112  -0.20
H: 7.205 -6.962 0.695  0.39
H: 4.277 -0.804 2.880  0.20
F: 1.209 5.714 2.399  -0.38
H: -2.239 4.181 -3.418  -0.33
C: -3.409 0.482 -6.388  -0.34
N: -7.571 2.802 -1.054  0.12
N: 1.061 -5.838 1.751  0.17
C: -1.791 6.246 -2.907  -1.29
H: 3.080 -1.886 0.129  0.79
H: -3.640 -0.261 -7.154  0.36
C: 3.702 -2.654 0.560  -1.09
C: -3.423 2.368 -1.653  -1.06
H: 1.195 -0.276 -4.578  0.33
C: -8.613 3.575 -1.720  -0.79
H: 0.926 -7.850 1.125  0.37
H: 2.877 2.096 -1.756  0.37